# C31H24BF7NO11

A 5-piece molecular cluster, C31H24BF7NO11 overall at a distorted geometry (wB97M-V/def2-TZVPD, OMol25).

Last column: Löwdin charge in e.
Cartesian coordinates (Å):
C: -0.18666 -1.50621 2.81961  -0.1354
C: -1.09925 -0.31236 2.15948  -0.1675
B: -1.24212 -0.63277 0.55295  -0.2870
O: -2.14792 -1.77292 0.16808  -0.0093
C: -0.47447 0.23458 -0.66132  -0.1627
N: -0.98925 1.64834 -0.54055  0.0680
C: -0.24214 2.63823 -1.40107  -0.1984
F: -0.52197 2.50219 -2.87370  0.0062
F: -0.79604 3.99711 -1.03842  -0.0258
C: 1.37194 2.72946 -1.13241  -0.0557
F: 1.78128 2.28654 0.25181  0.0114
F: 1.71128 4.20192 -1.16493  -0.0034
C: 2.30147 2.05099 -2.32140  -0.1147
F: 2.31305 2.87663 -3.58682  0.0174
F: 3.72266 2.12463 -1.81509  0.0058
F: 2.03130 0.61576 -2.56307  0.0687
C: -0.91151 -0.53290 -2.06558  -0.4156
O: -2.08071 -0.14911 -2.60312  -0.1368
O: -0.03365 -1.59960 -2.64552  -0.2851
H: 0.46241 -2.05002 1.97829  0.0999
H: 0.53516 -1.10969 3.65265  0.0745
H: -0.89333 -2.36456 3.25080  0.0872
H: -2.20280 -0.35564 2.60589  0.1119
H: -0.68913 0.77227 2.31773  0.0977
H: -1.60381 -2.61119 0.08154  0.0805
H: 0.66939 0.09548 -0.45983  0.1472
H: -2.02382 1.66347 -0.70431  0.1522
C: -2.05780 -3.49726 7.27930  0.0199
C: -1.36208 -2.85692 6.33470  0.0308
C: -0.01424 -3.30901 5.93703  -0.3646
O: 0.62406 -2.72233 5.07397  0.0676
C: 0.53402 -4.49640 6.62211  0.0266
C: -0.16170 -5.13674 7.56671  0.0164
C: -1.50954 -4.68465 7.96437  -0.3892
O: -2.14784 -5.27133 8.82744  0.0894
H: -3.04731 -3.17839 7.58332  0.1212
H: -1.75068 -1.98493 5.82241  0.1255
H: 1.52353 -4.81528 6.31809  0.1226
H: 0.22690 -6.00874 8.07900  0.1197
C: 2.84952 6.00200 1.69766  0.0279
C: 2.66999 4.71863 2.02489  0.0305
C: 2.48003 4.30552 3.42933  -0.3756
O: 2.31763 3.13089 3.72996  0.1052
C: 2.49451 5.36511 4.45738  0.0180
C: 2.67404 6.64847 4.13015  0.0146
C: 2.86401 7.06158 2.72570  -0.3881
O: 3.02640 8.23622 2.42508  0.0885
H: 2.99101 6.32190 0.67253  0.1220
H: 2.65610 3.92976 1.28239  0.0941
H: 2.35302 5.04520 5.48251  0.1191
H: 2.68793 7.43734 4.87264  0.1181
C: -4.37312 -5.51436 -0.08431  0.0235
C: -5.26928 -5.90463 -0.99584  0.0137
C: -5.15099 -5.49724 -2.40979  -0.3907
O: -5.97188 -5.85235 -3.24439  0.0826
C: -4.00379 -4.64371 -2.77750  0.0311
C: -3.10762 -4.25343 -1.86596  0.0523
C: -3.22592 -4.66082 -0.45201  -0.3537
O: -2.40503 -4.30571 0.38259  0.0817
H: -4.44553 -5.80361 0.95701  0.1179
H: -6.11584 -6.53134 -0.74208  0.1164
H: -3.93137 -4.35445 -3.81881  0.1261
H: -2.26106 -3.62673 -2.11972  0.1250
C: 1.78844 2.91128 -6.93461  0.0297
C: 2.66654 1.97621 -6.55922  0.0294
C: 3.32386 1.10091 -7.54966  -0.3785
O: 4.12620 0.24347 -7.20678  0.1010
C: 2.97466 1.29991 -8.97031  0.0167
C: 2.09655 2.23497 -9.34571  0.0148
C: 1.43923 3.11028 -8.35526  -0.3853
O: 0.63690 3.96772 -8.69814  0.0915
H: 1.29682 3.56109 -6.22096  0.1222
H: 2.93378 1.81835 -5.52120  0.1049
H: 3.46628 0.65010 -9.68397  0.1184
H: 1.82932 2.39283 -10.38372  0.1179

## Properties
Orbital gap in eV: 4.636
Total energy in eV: -76239.3649
Charge: -1
LUMO in eV: -0.2827

***

# C12H48N12O12

A 12-piece molecular cluster, C12H48N12O12 overall at a distorted geometry (wB97M-V/def2-TZVPD, OMol25).

Last column: Löwdin charge in e.
Cartesian coordinates (Å):
C: -0.38601 0.29738 -0.01493  -0.1581
O: 0.67438 -0.63783 0.11464  -0.1371
H: 0.04826 1.27812 0.17919  0.0739
H: -0.73845 0.31019 -1.04629  0.0804
H: -1.19642 0.11857 0.69172  0.0729
H: 0.38452 -1.46034 -0.28669  0.0661
C: -4.85990 -4.35951 -0.58130  -0.2036
O: -3.70114 -4.13450 0.09531  -0.1201
H: -4.57217 -5.16671 -1.25490  0.0820
H: -5.65795 -4.68867 0.08418  0.0815
H: -5.18737 -3.42913 -1.04521  0.0792
H: -3.00650 -3.96723 -0.54587  0.0787
C: 3.67828 2.53419 3.38820  -0.2112
O: 5.01674 2.85657 3.37489  -0.0932
H: 3.08332 3.09439 4.10952  0.0651
H: 3.14577 2.93200 2.52435  0.0743
H: 3.47115 1.49246 3.63320  0.0829
H: 5.09248 3.75364 3.04151  0.0822
C: -2.41522 3.09820 5.18339  -0.2149
O: -2.88148 2.05345 4.42131  -0.0919
H: -1.33806 3.13542 5.34597  0.0827
H: -2.72761 4.07917 4.82532  0.0689
H: -2.92374 3.13664 6.14674  0.0762
H: -2.25579 1.37897 4.69551  0.0792
C: -4.27971 1.82785 -4.75377  -0.2502
O: -4.55969 0.95014 -3.81329  -0.0929
H: -3.20737 1.99509 -4.85502  0.0887
H: -4.80093 1.63026 -5.69046  0.0841
H: -4.74539 2.73109 -4.35954  0.0798
H: -5.46466 0.70961 -4.02485  0.0903
C: 1.92689 5.50384 -3.64321  -0.1696
O: 2.52322 4.64907 -4.60320  -0.1244
H: 2.71341 5.99610 -3.07122  0.0747
H: 1.14811 6.14253 -4.05994  0.0795
H: 1.33614 4.90218 -2.95250  0.0652
H: 3.08867 3.98560 -4.20112  0.0740
C: 3.77937 -3.70892 4.37240  -0.8015
O: 4.92321 -3.30419 4.17548  0.0083
N: 3.55736 -4.76036 5.10470  0.1579
N: 2.69423 -3.17659 3.91899  0.1669
H: 2.61472 -5.10256 5.22481  0.1099
H: 4.37838 -5.30028 5.33819  0.1238
H: 1.76237 -3.49934 4.13709  0.1153
H: 2.83173 -2.46168 3.21892  0.1192
C: -3.73866 7.18044 1.25783  -0.8535
O: -4.41878 7.24628 0.30157  0.0792
N: -2.74410 6.31961 1.35336  0.1494
N: -3.93305 7.85160 2.33219  0.1706
H: -2.39193 5.89362 2.19872  0.1021
H: -2.51015 6.01044 0.42074  0.1151
H: -4.62337 8.58671 2.38848  0.1281
H: -3.18586 7.72419 2.99971  0.1086
C: -7.66565 0.99685 1.15655  -0.7910
O: -8.55563 1.14086 0.46568  0.1167
N: -6.39492 1.06987 0.81025  0.1568
N: -7.81525 0.96069 2.54976  0.1275
H: -5.63052 1.05558 1.47024  0.1030
H: -6.23482 1.29802 -0.16053  0.1148
H: -8.69026 1.09370 3.03634  0.0963
H: -6.97510 0.74451 3.06699  0.0764
C: 5.49698 -5.82832 -0.75025  -0.7727
O: 5.54274 -6.83891 -1.46886  0.0095
N: 6.57282 -5.31559 -0.14265  0.1390
N: 4.45796 -5.17445 -0.41905  0.1699
H: 7.28150 -6.01305 0.03459  0.1100
H: 6.58889 -4.51303 0.47032  0.0993
H: 4.54065 -4.33663 0.13889  0.1161
H: 3.63071 -5.49841 -0.89947  0.1285
C: 5.23384 -0.14225 -2.95225  -0.7632
O: 4.50279 0.08977 -3.92361  0.0074
N: 4.76440 -0.50688 -1.77851  0.1437
N: 6.52565 -0.27042 -2.95522  0.1600
H: 5.34297 -0.61589 -0.95786  0.1020
H: 3.79639 -0.65926 -1.53388  0.1124
H: 6.80713 -0.77193 -2.12494  0.1089
H: 6.94841 -0.27600 -3.87246  0.1281
C: 0.34776 -4.26874 -3.92375  -0.8936
O: -0.21356 -3.78426 -2.99469  0.0551
N: -0.15081 -5.20115 -4.61212  0.1616
N: 1.45313 -3.98598 -4.45214  0.1776
H: -1.05545 -5.47397 -4.25535  0.1326
H: 0.34472 -5.52442 -5.43068  0.1205
H: 2.03046 -3.24658 -4.07785  0.1312
H: 1.75080 -4.43148 -5.30830  0.1209

## Properties
Orbital gap in eV: 9.491
Total energy in eV: -55671.0285
Energy above the lowest of the compared OMol25 structures with the same formula, charge and spin in eV: 7.312
LUMO in eV: -0.2307

***

# C5H11N3

An isolated ion of composition C5H11N3 and charge +2 at a distorted geometry (wB97M-V/def2-TZVPD, OMol25).

Last column: natural (NBO) charge in e.
Cartesian coordinates (Å):
C: 1.66326 0.26275 -0.09814  0.4526
C: 0.95300 -1.08742 0.07030  -0.2824
C: -2.49869 0.61210 -0.43330  -0.4706
C: -1.97591 0.42665 1.01317  -0.4786
C: -1.32202 -0.12666 -0.12950  0.6313
N: 1.00151 1.17756 -0.68476  -0.7010
N: 2.90188 0.32577 0.37796  -0.7448
N: -0.38604 -1.07536 -0.60738  -0.5838
H: 1.56396 -1.87952 -0.37917  0.2828
H: 0.83327 -1.29461 1.13722  0.2717
H: -3.38848 0.10090 -0.80050  0.3241
H: -2.43911 1.60290 -0.87874  0.3441
H: -1.57672 1.30034 1.52247  0.3376
H: -2.47647 -0.22430 1.73116  0.3206
H: 1.33700 2.12577 -0.75671  0.4169
H: 3.37210 -0.46127 0.80000  0.4309
H: 3.46007 1.15977 0.25238  0.4435
H: -0.23234 -0.91585 -1.62509  0.5004
H: -0.79025 -2.02952 -0.51136  0.5048

## Properties
Orbital gap (spin up / spin down) in eV: 6.690 / 6.689
Total energy in eV: -9812.1926
Energy above the lowest of the compared OMol25 structures with the same formula, charge and spin in eV: 5.750
Charge: +2
LUMO (spin up / spin down) in eV: -11.3441 / -11.3444

***

# C3H7NO2

One molecule with the formula C3H7NO2 at a distorted geometry (wB97M-V/def2-TZVPD, OMol25).

Last column: natural (NBO) charge in e.
Cartesian coordinates (Å):
C: -1.73877 0.54487 0.24799  -0.2363
C: -0.23224 0.76252 -0.02064  -0.0979
C: 1.76736 -0.46150 0.27622  0.6366
H: -1.48955 -1.44247 -0.26366  0.3541
H: -3.08642 -1.03842 -0.35570  0.3600
H: -2.37983 1.29344 -0.12013  0.2033
H: -1.85744 0.43906 1.34218  0.1761
H: 0.02084 0.75672 -1.11671  0.2178
H: 0.06417 1.75803 0.36302  0.1902
H: 2.21961 -1.19647 0.97574  0.1424
N: -2.10831 -0.69817 -0.54447  -0.8444
O: 0.46879 -0.27887 0.65209  -0.5140
O: 2.34230 0.18412 -0.65645  -0.5877

## Properties
Orbital gap in eV: 10.581
Total energy in eV: -8808.9531
Energy above the lowest of the compared OMol25 structures with the same formula, charge and spin in eV: 1.576
LUMO in eV: 0.9413

***

# C26H35IrO2

C26H35IrO2 as an isolated structure at a distorted geometry (wB97M-V/def2-TZVPD, OMol25).

Last column: natural (NBO) charge in e.
Cartesian coordinates (Å):
O: -0.38722 0.44669 -1.45138  -0.5652
C: 0.71499 0.60090 -2.37123  -0.0726
C: -0.02975 1.71820 -3.12576  -0.4547
H: 0.89301 -0.29137 -3.01769  0.2180
H: 1.58004 0.90446 -1.73704  0.1596
C: -1.11489 1.59044 -2.00663  0.2680
H: -0.50035 1.46751 -4.06958  0.2107
H: 0.58628 2.63047 -3.22626  0.2032
C: -2.50352 0.99473 -2.26758  -0.6333
H: -2.42499 -0.02178 -2.72577  0.2304
H: -3.14407 1.60380 -2.91735  0.2049
H: -2.98859 0.91493 -1.27119  0.2144
C: -1.11714 2.88485 -1.21691  -0.6277
H: -0.08895 3.30732 -1.19860  0.2093
H: -1.48989 2.75031 -0.18592  0.2107
H: -1.75988 3.61904 -1.75909  0.2179
Ir: -0.45255 -0.05798 2.29831  1.0329
C: 0.43646 2.38852 3.56362  -0.1470
C: 0.93575 1.02805 3.40560  -0.4221
C: 1.27477 0.86623 1.94541  -0.4413
H: 1.39743 0.39594 4.16584  0.2556
C: 0.97406 2.16402 1.34395  -0.1373
C: 0.52122 3.06989 2.33313  -0.3458
H: 0.33323 4.14908 2.19035  0.2248
H: 0.05570 2.78458 4.50596  0.2128
H: 2.01125 0.14990 1.60551  0.2363
H: 1.19695 2.38520 0.29966  0.2103
C: -2.19029 -0.05349 3.81326  -0.2997
C: -2.29572 1.18609 3.12557  -0.2789
C: -2.36212 0.92492 1.72038  -0.3157
H: -2.29794 2.16807 3.59468  0.2420
C: -2.39727 -0.51574 1.53222  -0.2999
C: -2.29200 -1.11248 2.84538  -0.3320
H: -2.23809 -2.17024 3.07157  0.2429
H: -2.05484 -0.16764 4.88743  0.2454
H: -2.41111 1.67150 0.93636  0.2400
H: -2.44044 -1.02818 0.57513  0.2591
O: -0.04881 -0.88733 -4.47498  -0.5431
C: -0.42423 0.01779 -5.55365  -0.0710
C: 0.01874 -0.50370 -6.92619  -0.4369
H: 0.10174 1.00070 -5.44655  0.1673
H: -1.50052 0.24930 -5.47101  0.1922
C: 1.01979 -1.57667 -6.57075  -0.4362
H: 0.42398 0.33700 -7.47957  0.2175
H: -0.85132 -0.88611 -7.43767  0.2099
C: 0.85263 -1.83638 -5.04412  -0.0670
H: 2.04258 -1.23680 -6.75052  0.2116
H: 0.88197 -2.51511 -7.10524  0.2201
H: 1.79859 -1.77819 -4.48646  0.1744
H: 0.46540 -2.85342 -4.86026  0.1784
C: 0.42791 -1.81033 2.15960  -0.7294
C: 1.16403 -2.06688 3.46317  -0.0369
C: 0.48971 -2.32774 4.67368  -0.1873
C: 1.21052 -2.76921 5.78399  -0.2188
C: 2.60777 -2.74435 5.76777  -0.2475
C: 3.27689 -2.37526 4.59756  -0.2037
C: 2.56782 -2.02292 3.45468  -0.2368
H: 1.12322 -1.75599 1.31209  0.2120
H: -0.29511 -2.61236 1.96620  0.2151
H: -0.58989 -2.15788 4.77487  0.1980
H: 0.67522 -3.13155 6.66688  0.2106
H: 3.17074 -3.02656 6.65655  0.2120
H: 4.36762 -2.37779 4.56765  0.2108
H: 3.09349 -1.69895 2.55093  0.2084

## Properties
Orbital gap (spin up / spin down) in eV: 4.419 / 6.766
Total energy in eV: -34453.4586
Spin multiplicity: 5
LUMO (spin up / spin down) in eV: 0.6544 / -1.1565